Record 1
This record from the OMol25 dataset describes C48H46IN6O7PS2SiSn as an isolated structure. The level of theory is ωB97M-V/def2-TZVPD.

Structure (XYZ):
```
113
C48H46IN6O7PS2SiSn (ωB97M-V/def2-TZVPD)
Sn 0.13383 -0.60083 -0.26964
O -2.76204 -0.15954 -0.77283
S -2.38564 0.19984 -2.12320
O -3.24556 -0.33269 -3.15946
O -0.94974 -0.11577 -2.38828
C -2.56886 1.98607 -2.27604
C -3.81914 2.37988 -2.74788
C -4.08917 3.70646 -3.02904
C -3.08247 4.64834 -2.88528
C -1.84058 4.25791 -2.41631
C -1.56213 2.93624 -2.06413
P 0.11085 2.55178 -1.35042
C 0.48293 4.06191 -0.35024
C 1.83232 4.35490 -0.14436
C 2.22878 5.40396 0.67205
C 1.27488 6.17805 1.31770
C -0.07098 5.89059 1.13555
C -0.46140 4.84530 0.30946
C 1.03523 3.03755 -2.91763
C 1.54916 4.30052 -3.21566
C 2.28028 4.52601 -4.37653
C 2.49667 3.49381 -5.27892
C 1.96791 2.23865 -5.01183
C 1.25455 2.01226 -3.84339
H -4.56769 1.61423 -2.89812
H -5.07140 4.00128 -3.37913
H -3.26012 5.68631 -3.14241
H -1.05808 5.00111 -2.32323
H 2.58096 3.75758 -0.65258
H 3.28393 5.61045 0.81042
H 1.57560 6.99735 1.96082
H -0.82762 6.47160 1.64810
H -1.51435 4.62302 0.19997
H 1.39890 5.12862 -2.53340
H 2.68967 5.51180 -4.56871
H 3.07135 3.66701 -6.18142
H 2.12619 1.42314 -5.70781
H 0.86496 1.02496 -3.63252
O 0.04402 5.06280 6.00588
C 1.11272 4.20570 6.35136
N 1.75626 3.65864 5.18659
C 1.64445 2.32721 4.86195
O 1.17924 1.49232 5.61088
C 2.18314 1.99799 3.50834
C 3.42176 2.44870 3.07629
C 3.86480 2.07710 1.81810
C 3.02825 1.31589 1.01853
N 1.82659 0.90545 1.42087
C 1.42830 1.21230 2.64570
H -0.47968 4.62300 5.31845
H 0.78713 3.35806 6.95361
H 1.80954 4.81633 6.92638
H 1.91696 4.29848 4.42352
H 4.03674 3.05698 3.72944
H 4.83462 2.38923 1.45164
H 3.32094 0.98288 0.02723
H 0.45176 0.85135 2.94991
C 1.73098 -4.50931 -2.23896
Si -0.01275 -3.85379 -1.91607
C -1.11695 -5.39097 -1.77079
C -0.58172 -2.99819 -3.48438
O -0.02913 -2.99457 -0.54956
H 1.82304 -4.98394 -3.22260
H 2.03297 -5.23806 -1.47984
H 2.43196 -3.66876 -2.19341
H -1.04088 -5.99914 -2.67891
H -2.16762 -5.10554 -1.65174
H -0.84679 -6.03292 -0.92718
H -0.89493 -3.72452 -4.24058
H 0.21979 -2.38135 -3.90353
H -1.41885 -2.32900 -3.28331
I -4.09634 -4.99698 1.96096
C -3.39458 -3.08638 2.44623
C -4.04535 -2.31692 3.39378
C -3.52164 -1.06714 3.68459
C -2.37288 -0.65740 3.02416
N -1.74955 -1.41178 2.12437
C -2.25715 -2.60254 1.81755
H -4.94597 -2.67337 3.87570
H -3.99634 -0.42205 4.41155
H -1.94298 0.32128 3.21626
H -1.74280 -3.15557 1.03927
S -1.93594 2.80878 3.53998
C -1.61713 2.34842 1.98032
N -1.40047 2.01346 0.88544
C 2.07186 -0.71802 -1.49190
C 3.03590 -0.63579 -2.23039
C 4.14191 -0.51110 -3.13282
C 4.47444 -1.55418 -4.00410
C 5.55583 -1.43974 -4.86389
C 6.32300 -0.28082 -4.87856
C 5.99366 0.76576 -4.02629
C 4.91388 0.65382 -3.16456
H 3.87123 -2.45345 -3.99046
H 5.80792 -2.26197 -5.52296
H 7.16670 -0.19250 -5.55240
H 6.58579 1.67313 -4.03193
H 4.65016 1.47498 -2.50924
N 0.20196 -5.08225 1.35794
C 1.08050 -5.27426 2.35470
O 1.12046 -6.29104 3.04150
C 2.04395 -4.14830 2.60380
C 3.12314 -4.37280 3.44128
C 4.04566 -3.36023 3.63920
C 3.83880 -2.14989 2.99295
N 2.78833 -1.90636 2.21422
C 1.90708 -2.88787 2.02977
H -0.41903 -5.84561 1.14623
H 0.22286 -4.29804 0.68671
H 3.21808 -5.34007 3.91790
H 4.90886 -3.50413 4.27652
H 4.54340 -1.33054 3.10221
H 1.05927 -2.66348 1.38687
```

Computed properties:
HOMO-LUMO gap (Eh): 0.2378
Total charge: -2
ΔE to the lowest compared entry with this formula, charge and spin (eV): 0.523
F_max (eV/Å): 0.81
E (eV): -126570.3659

***

Record 2
This record from the OMol25 dataset describes C48H49As2NO3P2SW as an isolated structure. The level of theory is ωB97M-V/def2-TZVPD.

Structure (XYZ):
```
107
C48H49As2NO3P2SW (ωB97M-V/def2-TZVPD)
W -0.26776 -0.55140 0.04507
O 0.36017 0.65392 1.44339
S 0.48263 2.18940 1.79360
C -1.18863 2.68382 2.10226
C -1.34002 3.49671 3.21228
C -2.57530 4.09285 3.45502
C -3.63518 3.86111 2.59576
C -3.48603 3.00630 1.50321
C -2.26225 2.40178 1.24522
P -2.20114 1.14000 -0.04361
C -3.30811 1.55712 -1.37629
C -2.88159 2.54206 -2.27315
C -3.73112 2.94371 -3.28929
C -4.98767 2.35968 -3.41590
C -5.40489 1.37721 -2.52707
C -4.57013 0.97174 -1.49643
C -2.72219 -0.38743 0.76581
C -2.99694 -0.56036 2.12085
C -3.21249 -1.84430 2.61400
C -3.10705 -2.96539 1.78831
C -2.76449 -2.81539 0.45700
C -2.53830 -1.52904 -0.06108
C 0.74886 3.07236 0.23923
C 0.80489 4.43701 0.49535
C 0.99327 5.33996 -0.53851
C 1.13224 4.86907 -1.83273
C 1.11638 3.50378 -2.07856
C 0.93896 2.57113 -1.05405
P 1.13836 0.80945 -1.50589
C 0.78191 0.66777 -3.25938
C -0.52088 0.33021 -3.63703
C -0.86966 0.28592 -4.97751
C 0.08160 0.57632 -5.94793
C 1.37452 0.92659 -5.57822
C 1.72908 0.98171 -4.23897
C 2.86088 0.39883 -1.15138
C 3.39521 0.78165 0.08484
C 4.70698 0.47209 0.40274
C 5.50008 -0.21733 -0.50494
C 4.97220 -0.61321 -1.72714
C 3.65805 -0.31556 -2.05100
H -0.50059 3.66083 3.87564
H -2.70029 4.73871 4.31323
H -4.59218 4.33223 2.77458
H -4.33195 2.81737 0.85320
H -1.90186 2.99685 -2.16845
H -3.41965 3.71331 -3.98178
H -5.64992 2.68023 -4.20867
H -6.38747 0.93712 -2.62736
H -4.90875 0.22308 -0.79070
H -3.08690 0.29921 2.77288
H -3.47987 -1.97288 3.65495
H -3.30422 -3.94994 2.19034
H -2.69691 -3.68356 -0.18594
H -2.46728 -1.37572 -1.14296
H 0.69706 4.80602 1.50937
H 1.03377 6.39959 -0.32823
H 1.27512 5.55914 -2.65278
H 1.25374 3.15789 -3.09344
H -1.27296 0.12291 -2.87976
H -1.88068 0.03264 -5.26828
H -0.18658 0.53815 -6.99511
H 2.10831 1.16542 -6.33583
H 2.73278 1.28155 -3.96600
H 2.81144 1.30789 0.82880
H 5.10303 0.77640 1.36127
H 6.52998 -0.44333 -0.26428
H 5.58924 -1.14544 -2.43839
H 3.27404 -0.62163 -3.01178
C -1.30051 -3.02974 -2.89057
As 0.11266 -2.65532 -1.61965
C 1.68020 -2.85380 -2.72312
C 0.16579 -4.21644 -0.47914
C -0.12915 -5.47312 -0.99775
C -0.08451 -6.59202 -0.17530
C 0.25829 -6.46296 1.16452
C 0.56815 -5.21327 1.68563
C 0.52015 -4.08981 0.86719
As 1.01465 -2.35335 1.52807
C 2.93783 -2.27823 1.58726
C 0.45809 -2.20852 3.37303
H -1.42361 -2.17729 -3.55699
H -2.23701 -3.24700 -2.37950
H -1.02132 -3.89698 -3.48910
H 1.66680 -3.86485 -3.13246
H 2.57775 -2.71535 -2.12540
H 1.64195 -2.13079 -3.53717
H -0.39228 -5.59855 -2.04108
H -0.31606 -7.56636 -0.58361
H 0.29323 -7.33593 1.80157
H 0.85161 -5.12158 2.72772
H 3.29232 -3.15332 2.13338
H 3.20075 -1.35542 2.10786
H 3.35147 -2.28166 0.57969
H 1.19236 -2.70095 4.01095
H -0.51297 -2.68069 3.51005
H 0.41415 -1.14813 3.62439
N 2.39947 1.57939 6.62835
C 3.14620 1.07705 5.43028
C 2.15691 1.01446 4.24047
O 0.96325 1.32464 4.51664
O 2.61761 0.63591 3.15654
H 2.70007 2.50669 6.92572
H 2.45730 0.96061 7.43593
H 1.41715 1.63221 6.25937
H 3.53283 0.08221 5.63749
H 3.98352 1.73237 5.20636
```

Computed properties:
<S²>: 2.03
Multiplicity: 3
HOMO-LUMO gap (spin up / spin down) (Eh): 0.2268 / 0.2435
Total charge: +4
ΔE to the lowest compared entry with this formula, charge and spin (eV): 0.000
F_max (eV/Å): 0.34
E (eV): -211083.3008

***

Record 3
This record from the OMol25 dataset describes C48H49HgN6O2P2S as an isolated structure. The level of theory is ωB97M-V/def2-TZVPD.

Structure (XYZ):
```
109
C48H49HgN6O2P2S (ωB97M-V/def2-TZVPD)
Hg -0.41607 -0.40040 0.05783
C -3.20393 -4.74193 -3.22258
C -2.57605 -3.62280 -4.05555
N -1.29878 -3.17907 -3.56163
C -1.25225 -2.29104 -2.49635
S 0.33376 -2.07533 -1.83545
N -2.36113 -1.71208 -2.16529
N -2.34998 -0.76933 -1.20252
C -3.51610 -0.20843 -0.90905
C -4.73761 -0.67043 -1.66475
C -3.55433 0.80662 0.07701
C -4.73827 1.48567 0.47043
C -4.69569 2.43874 1.44760
C -3.46652 2.75087 2.04186
C -2.34657 2.06961 1.59368
N -2.36189 1.14063 0.66718
H -4.21051 -4.96960 -3.56613
H -3.26143 -4.41365 -2.19003
H -2.59960 -5.64554 -3.27735
H -3.22268 -2.74478 -4.01593
H -2.45786 -3.94113 -5.09998
H -0.54311 -3.85000 -3.53969
H -4.61099 -0.45203 -2.72671
H -5.65465 -0.20716 -1.31406
H -4.82543 -1.75321 -1.57397
H -5.68574 1.25332 0.00372
H -5.60288 2.94663 1.75858
H -3.39376 3.49317 2.82257
H -1.37504 2.30003 2.01000
C 1.94337 4.05627 1.14204
C 1.34476 2.65432 1.30025
O 0.79915 2.10736 0.27842
C 1.35879 2.13054 2.57073
C 0.70926 0.96866 3.07079
C 0.67676 0.82940 4.57900
N 0.11137 0.03896 2.37598
N -0.57175 -0.84461 3.16666
C -1.15688 -1.85975 2.57548
O -1.04735 -2.23387 1.37381
C -2.05215 -2.61648 3.49617
C -2.89296 -3.60773 2.99300
C -3.80095 -4.24814 3.81350
C -3.87837 -3.92078 5.15783
C -3.01538 -2.96599 5.67836
C -2.11016 -2.32328 4.85866
H 2.27406 4.22766 0.11964
H 2.77743 4.21895 1.82612
H 1.17471 4.80017 1.36538
H 1.84257 2.74009 3.32960
H 1.25807 1.59710 5.08615
H 1.06188 -0.15179 4.84847
H -0.36107 0.87259 4.90844
H -2.82902 -3.84429 1.94147
H -4.45906 -5.00472 3.40246
H -4.60946 -4.40047 5.79764
H -3.06217 -2.72338 6.73454
H -1.44293 -1.57055 5.24822
C 2.65318 2.19174 -1.76479
C 3.52371 1.68134 -0.61732
P 2.75337 0.26250 0.31442
C 3.83568 0.29010 1.80627
C 3.42932 -0.50146 2.88435
C 4.16267 -0.55618 4.04880
C 5.34831 0.15820 4.16210
C 5.78040 0.92402 3.09102
C 5.03490 0.99280 1.93022
C 3.56560 -1.28620 -0.24617
C 4.81001 -1.44710 -0.84577
C 5.34311 -2.71307 -1.01348
C 4.63750 -3.83414 -0.60549
C 3.38951 -3.68546 -0.01801
C 2.86235 -2.42389 0.15770
P 0.91302 1.48903 -1.72159
C 0.94986 1.49048 -3.62669
C 0.85443 2.70723 -4.30143
C 0.90957 2.77653 -5.68000
C 1.08656 1.61602 -6.41951
C 1.19647 0.40169 -5.76264
C 1.12921 0.33856 -4.37926
C -0.59099 2.53865 -1.80814
C -1.59880 1.87667 -2.50937
C -2.87884 2.38401 -2.57583
C -3.18661 3.55195 -1.89488
C -2.19473 4.22124 -1.20259
C -0.89857 3.73300 -1.17534
H 2.65321 3.28608 -1.84632
H 3.05265 1.79923 -2.70559
H 3.65556 2.45956 0.13857
H 4.51191 1.41061 -1.00405
H 2.50889 -1.05717 2.79869
H 3.82017 -1.15879 4.87963
H 5.93383 0.11726 5.07104
H 6.71554 1.47122 3.15950
H 5.40612 1.60552 1.12142
H 5.38664 -0.59172 -1.17191
H 6.32179 -2.83594 -1.46837
H 5.05447 -4.82490 -0.73979
H 2.82440 -4.55484 0.29182
H 1.88439 -2.30177 0.61060
H 0.71944 3.61979 -3.73105
H 0.80896 3.73634 -6.18006
H 1.12520 1.65816 -7.50311
H 1.32434 -0.50936 -6.33517
H 1.19497 -0.60993 -3.86240
H -1.36270 0.94093 -2.99976
H -3.64437 1.86268 -3.13653
H -4.20073 3.93089 -1.88452
H -2.43867 5.12643 -0.65701
H -0.13364 4.27782 -0.64447
```

Computed properties:
<S²>: 0.77
Multiplicity: 2
HOMO-LUMO gap (spin up / spin down) (Eh): 0.1368 / 0.2165
Total charge: -2
ΔE to the lowest compared entry with this formula, charge and spin (eV): 1.997
F_max (eV/Å): 2.00
E (eV): -97193.3848

***

Record 4
This record from the OMol25 dataset describes C48H50AsN7O3S3Sc as an isolated structure. The level of theory is ωB97M-V/def2-TZVPD.

Structure (XYZ):
```
113
C48H50AsN7O3S3Sc (ωB97M-V/def2-TZVPD)
Sc 1.16727 0.12581 1.00339
S 0.89566 2.06532 2.67021
C 1.20898 3.55356 1.74936
C 2.05434 4.53129 2.32262
C 2.36195 5.69090 1.61664
C 1.86127 5.87923 0.33451
C 1.08728 4.95027 -0.24756
C 0.79623 3.75242 0.45792
As -0.31227 2.34684 -0.25491
C -2.13282 2.93095 0.38077
C -3.12690 1.93302 0.44192
C -4.38621 2.18399 0.99670
C -4.70512 3.48235 1.40253
C -3.73513 4.48612 1.27602
C -2.45207 4.26096 0.75431
C -0.42823 2.90235 -2.10520
C -1.56108 3.40622 -2.72049
C -1.56579 3.59340 -4.06944
C -0.41082 3.31448 -4.84568
C 0.71687 2.82452 -4.21802
C 0.73518 2.64470 -2.82875
H 2.49318 4.42343 3.35672
H 2.99635 6.49183 2.05214
H 2.07915 6.79607 -0.23945
H 0.69876 5.07905 -1.23508
H -2.84299 0.91230 0.23399
H -5.13500 1.42625 1.02210
H -5.62342 3.73757 1.89076
H -3.96464 5.48138 1.63345
H -1.72564 5.05696 0.61546
H -2.46637 3.63544 -2.19699
H -2.44771 4.03381 -4.56623
H -0.42516 3.33092 -5.93550
H 1.59522 2.56171 -4.83679
H 1.63338 2.21290 -2.39283
C -0.52885 -1.60922 5.37366
N 0.89069 -1.21319 5.30416
C 1.74996 -1.58196 6.45299
C 1.45617 -0.87006 4.12100
N 0.85045 -0.99967 2.99619
N 2.74418 -0.43733 4.19764
C 3.65736 -0.46477 3.17556
N 4.93940 -0.44962 3.63615
N 3.29075 -0.49256 1.93707
H -0.81658 -1.51955 6.45223
H -0.73653 -2.58800 4.96231
H -1.15789 -0.79323 4.91015
H 1.40677 -2.50833 6.84025
H 1.76825 -0.79194 7.20582
H 2.80081 -1.72797 6.19586
H -0.04099 -1.46799 3.13793
H 3.04449 -0.04354 5.07280
H 5.13992 -0.89557 4.49595
H 5.70382 -0.63657 3.01426
H 4.04505 -0.56824 1.26784
C 0.51065 -4.31778 -6.10581
C 1.07752 -3.79733 -4.82407
C 1.87285 -4.61884 -4.07171
C 2.33700 -4.21898 -2.82392
C 2.03208 -2.93556 -2.39075
C 1.35491 -2.03109 -3.21910
C 0.78577 -2.50422 -4.40709
S 2.51473 -2.43895 -0.79521
O 1.63089 -3.09640 0.14433
O 3.91792 -2.79713 -0.65906
N 2.22824 -0.89135 -0.66416
C 3.20719 0.08195 -0.91130
C 4.34729 0.04847 -1.72437
C 5.05227 1.21696 -1.90081
C 4.63088 2.36450 -1.23872
C 3.54914 2.31424 -0.36532
N 2.85298 1.18268 -0.21720
H 0.99246 -3.87027 -6.99997
H -0.55958 -4.02381 -6.14373
H 0.60724 -5.39308 -6.21309
H 2.19903 -5.51425 -4.54064
H 2.91014 -4.85458 -2.23830
H 1.13883 -1.00528 -2.90148
H 0.16739 -1.90784 -5.03222
H 4.64950 -0.91421 -2.15626
H 5.86481 1.23952 -2.55459
H 5.11300 3.30439 -1.41497
H 3.31526 3.14763 0.26704
O -0.61810 -0.75477 0.27455
S -1.00197 -2.18140 -0.22781
C -2.76352 -1.83194 -0.58899
C -2.97648 -1.31634 -1.96569
C -2.03967 -0.42584 -2.55192
C -2.29356 0.10892 -3.81319
C -3.35469 -0.33449 -4.57579
C -4.21796 -1.25435 -4.06070
C -4.05162 -1.78234 -2.73968
C -1.14412 -3.26232 1.22600
C -2.24899 -3.02710 2.23455
C -2.49427 -1.73867 2.73178
C -3.51847 -1.49640 3.65876
C -4.22612 -2.56522 4.21178
C -3.92765 -3.88803 3.78088
C -2.95022 -4.09281 2.79845
H -3.05643 -1.08830 0.16919
H -3.26366 -2.79740 -0.38305
H -1.14996 -0.15535 -2.01473
H -1.66262 0.91059 -4.14105
H -3.49009 0.07435 -5.59787
H -5.01575 -1.57487 -4.69927
H -4.75584 -2.51214 -2.36649
H -0.10296 -3.27333 1.62902
H -1.28051 -4.24594 0.83693
H -1.91054 -0.90222 2.33270
H -3.64724 -0.48915 4.03003
H -5.01809 -2.40783 4.94516
H -4.48764 -4.68738 4.17335
H -2.77259 -5.15631 2.52718
```

Computed properties:
HOMO-LUMO gap (Eh): 0.2894
Total charge: +1
ΔE to the lowest compared entry with this formula, charge and spin (eV): 0.686
F_max (eV/Å): 2.59
E (eV): -181205.1917